115
Properties=species:S:1:pos:R:3:forces:R:3:lowdin_charge:R:1 method="wB97M-V/def2-TZVPD" total_charge=-1 lumo_ev=1.29 gap_ev=6.71
C 1.3350 2.9221 1.4227 -2.23 -3.94 -0.19 -0.088
C 1.7121 1.4559 2.1364 -5.04 1.09 -3.13 -0.018
C 0.4999 0.3503 1.8803 0.85 2.55 -0.33 -0.073
C -0.8959 0.6173 1.0896 3.48 3.13 0.48 -0.275
Ga -2.3677 -0.8634 0.8969 -0.04 -0.09 0.22 0.326
C -4.1385 0.1277 0.5049 -1.77 1.46 2.32 -0.262
C -4.8368 0.5411 2.0933 -2.19 1.96 -1.17 -0.219
C -5.8240 1.9690 2.0782 -2.45 -4.94 0.82 -0.045
O -6.3927 0.4305 2.1960 4.37 0.78 0.37 -0.317
N -1.1645 1.9491 0.4771 5.20 -0.41 2.67 -0.055
C -0.0936 2.9719 0.6426 1.38 -0.91 1.09 -0.141
H 2.0763 3.8473 1.4717 -2.07 -2.33 -0.24 0.068
H 2.7030 1.2469 2.7213 -2.22 0.31 -1.23 0.046
H 0.6629 -0.7378 2.3308 -0.44 2.60 -1.00 0.065
H -2.4724 -1.5877 2.3521 0.14 0.33 -0.14 -0.080
H -1.9726 -1.9776 -0.1787 -0.10 0.32 -0.09 -0.100
H -3.9712 1.2077 0.0863 -0.46 -2.17 0.35 0.024
H -4.9570 -0.4984 -0.0490 1.43 1.44 0.98 0.046
H -4.1294 0.3342 3.1084 -2.40 0.58 -2.79 0.145
H -6.3163 2.2966 3.1042 1.73 0.30 -2.36 0.072
H -6.4639 2.1547 1.1064 2.11 0.58 1.84 0.105
H -0.3187 4.0184 0.1091 0.46 -2.50 1.27 0.094
O 3.0301 3.1772 -1.5778 -0.17 0.01 -0.13 -0.081
H 2.4635 2.9269 -0.8327 0.06 -0.01 -0.08 -0.009
H 2.4146 3.2635 -2.3212 -0.02 -0.02 0.25 -0.002
O 0.8419 4.1752 -3.6351 0.29 0.13 -0.18 -0.062
H 1.5623 4.5784 -4.1423 -0.23 -0.11 0.01 0.038
H 0.1040 4.1420 -4.2623 0.14 0.15 0.15 0.029
O 0.6191 -2.8833 -0.2866 0.67 -0.06 -0.26 -0.099
H 0.8193 -3.5443 -0.9663 -0.07 0.05 0.21 -0.002
H 1.0700 -2.0839 -0.5975 -0.32 -0.09 0.15 0.037
O 1.6480 -5.5267 -1.9672 -0.06 -0.19 -0.69 -0.060
H 1.0762 -6.0860 -2.5141 -0.11 0.06 -0.05 0.031
H 2.4841 -6.0149 -1.9272 0.02 0.24 0.37 0.050
O -4.5251 -3.2409 2.7849 -0.46 -0.46 0.13 -0.087
H -4.6332 -4.2036 2.8055 0.05 0.31 -0.05 0.035
H -5.4334 -2.9037 2.7716 0.31 0.05 -0.03 0.038
O -1.1699 -6.6948 -2.9781 -0.42 -0.08 -0.27 -0.058
H -1.7365 -6.9450 -2.2329 0.35 0.09 0.07 0.043
H -1.7854 -6.6084 -3.7215 0.31 0.05 0.23 0.048
O 4.4555 -0.0624 3.4007 0.14 -0.41 0.20 -0.063
H 4.8058 -0.5470 2.6382 0.21 0.22 0.04 0.032
H 4.9470 -0.4238 4.1536 -0.12 0.19 -0.24 0.056
O 3.9583 -5.6270 -0.1948 -0.08 0.31 -0.06 -0.058
H 3.2616 -5.3888 0.4350 0.16 -0.06 -0.14 0.047
H 4.2884 -4.7732 -0.5128 -0.08 -0.26 0.16 0.050
O 2.5663 -2.8541 3.4648 0.23 0.07 -0.24 -0.063
H 2.1799 -2.8229 2.5768 -0.04 0.00 0.24 0.034
H 3.1621 -2.0903 3.4879 -0.24 0.00 -0.09 0.004
O -2.5911 4.0219 -1.7964 -0.54 0.08 -0.29 -0.075
H -3.4565 3.6454 -2.0159 0.36 -0.06 0.22 0.036
H -2.2442 3.4286 -1.1132 0.11 -0.19 0.10 -0.006
O 2.1583 5.2327 3.0715 0.10 0.75 0.26 -0.074
H 1.4616 5.4709 3.7013 0.22 -0.20 -0.10 0.055
H 2.4884 6.0865 2.7536 -0.03 -0.27 0.10 0.061
O 4.7749 3.6016 3.7894 -0.20 -0.40 -0.03 -0.062
H 4.6668 2.6389 3.8100 0.05 0.11 0.04 0.022
H 3.8666 3.9388 3.7761 -0.02 0.19 -0.13 0.003
O -3.7911 6.3543 -3.9403 -0.23 -0.22 0.21 -0.046
H -4.6565 5.9778 -4.1599 0.32 0.13 -0.07 0.058
H -3.4442 5.7610 -3.2572 0.10 0.06 0.08 0.026
O -4.9964 9.2417 -3.3746 -0.37 -0.26 0.23 -0.074
H -5.9083 9.1322 -3.0657 0.35 0.11 -0.11 0.033
H -4.5870 8.3798 -3.2055 0.08 0.08 -0.19 0.001
O -1.2581 -3.1726 4.7191 0.13 -0.01 -0.16 -0.089
H -0.5377 -2.7694 4.2119 -0.29 -0.14 0.04 0.014
H -1.9960 -3.2058 4.0919 0.13 0.28 0.03 0.000
O -0.4484 -6.5746 -0.1975 0.24 -0.06 -0.35 -0.076
H -0.0299 -6.1144 -0.9405 -0.15 -0.01 0.46 -0.015
H 0.2865 -6.7619 0.4057 -0.42 0.07 0.10 0.018
O 2.4301 -4.0504 -4.7961 -0.30 -0.12 -0.52 -0.055
H 1.8635 -4.3007 -4.0510 0.27 0.00 0.13 0.022
H 1.8146 -3.9640 -5.5395 0.08 0.13 0.30 0.049
O -7.8445 1.5934 5.0871 0.16 -0.29 0.07 -0.059
H -7.4942 1.1088 4.3247 0.06 -0.08 -0.13 0.024
H -7.3530 1.2321 5.8400 -0.24 0.16 -0.21 0.063
O 6.8711 -1.6286 1.8236 0.40 0.04 -0.01 -0.057
H 7.2895 -1.1683 1.0807 -0.24 -0.03 0.23 0.049
H 7.6059 -1.8159 2.4268 -0.30 0.05 -0.18 0.044
O 2.0096 7.0662 -3.6390 -0.16 0.19 0.38 -0.071
H 2.1547 7.7701 -2.9891 0.02 -0.27 -0.27 0.039
H 1.4022 6.4572 -3.1928 0.04 -0.01 -0.11 0.017
O 4.0777 -5.6906 -7.1971 -0.09 0.46 -0.06 -0.051
H 3.3810 -5.4523 -6.5673 0.24 -0.19 0.03 0.015
H 4.4078 -4.8368 -7.5150 -0.01 -0.29 0.03 0.029
O 5.0096 -2.4076 -6.6714 -0.16 0.05 0.33 -0.054
H 5.1547 -1.7037 -6.0215 -0.09 -0.27 -0.11 0.062
H 4.4022 -3.0166 -6.2252 0.13 0.22 0.05 0.021
O -10.7627 1.9870 4.8606 -0.02 0.15 -0.19 -0.073
H -10.7274 2.8373 4.3974 -0.06 -0.36 0.24 0.043
H -9.8434 1.6807 4.8579 0.19 0.12 0.11 -0.005
O -11.3270 -0.2951 7.1821 0.09 -0.21 -0.38 -0.073
H -11.2226 -1.1136 6.6741 -0.04 0.32 0.21 0.035
H -11.2384 0.4053 6.5184 -0.06 0.02 0.10 0.003
O 1.5404 -0.5400 5.1327 -0.09 -0.20 0.39 -0.076
H 0.6286 -0.6494 5.4416 0.22 0.06 -0.16 0.042
H 1.9499 -1.4018 5.3018 -0.24 0.17 -0.20 0.020
O 6.6270 -0.6881 -8.4806 -0.07 0.21 0.41 -0.071
H 6.7722 0.0158 -7.8307 -0.01 -0.22 -0.32 0.035
H 6.0196 -1.2971 -8.0343 0.10 -0.02 -0.19 -0.012
O 6.2952 -7.2545 -9.2871 -0.08 0.45 0.03 -0.070
H 5.5984 -7.0163 -8.6573 0.11 -0.09 -0.07 0.009
H 6.6252 -6.4007 -9.6051 -0.09 -0.34 0.11 0.035
O 2.1848 4.1655 6.1227 0.05 -0.32 -0.19 -0.066
H 1.6131 3.6061 5.5758 0.15 0.06 0.19 0.039
H 3.0209 3.6773 6.1627 -0.24 0.19 -0.03 0.034
O 6.2952 2.5947 1.1516 0.07 0.29 0.01 -0.074
H 5.5984 2.8330 1.7815 0.15 0.07 -0.07 -0.001
H 6.6252 3.4485 0.8337 -0.19 -0.35 0.11 0.038
O -0.9048 5.8039 -5.5887 -0.09 0.34 0.06 -0.059
H -1.6016 6.0421 -4.9589 -0.01 -0.06 -0.19 0.018
H -0.5748 6.6577 -5.9067 -0.02 -0.34 0.15 0.050
O -0.0883 -7.2308 2.4922 -0.23 -0.45 0.14 -0.060
H -0.1963 -8.1934 2.5129 0.06 0.33 0.02 0.046
H -0.9966 -6.8935 2.4790 0.33 0.08 -0.09 0.051